1.
This record from the OMol25 dataset describes a single C20H33N3O4S molecule. The level of theory is ωB97M-V with the def2-TZVPD basis set.

```
61
Properties=species:S:1:pos:R:3:lowdin_charge:R:1
S -1.799 -3.107 6.142 0.60
O -1.861 -4.492 6.519 -0.29
O -2.902 -2.226 6.383 -0.28
O -0.909 -0.825 4.362 0.06
O -2.867 2.836 1.106 0.06
N -1.391 1.482 2.187 0.11
N -0.985 -1.890 2.372 -0.09
N -0.442 -2.503 6.804 -0.14
C -1.133 -1.839 3.720 -0.45
C -0.451 -0.707 1.711 -0.11
C -5.881 -1.297 4.990 -0.21
C -2.071 3.571 3.234 -0.07
C -4.159 2.578 4.158 -0.21
C -5.214 2.087 3.397 -0.02
C -1.489 -2.979 1.552 -0.03
C -5.786 0.857 3.686 -0.03
C -3.406 4.874 4.929 -0.06
C -1.484 0.349 1.271 -0.32
C -3.475 3.874 3.778 -0.33
C -1.251 0.730 -0.186 -0.05
C -2.160 2.601 2.071 -0.48
C -5.314 0.076 4.736 -0.24
C -5.415 -2.297 3.931 -0.09
C -1.518 -3.152 4.380 -0.15
C -0.889 -1.074 8.794 -0.09
C -3.699 1.805 5.219 -0.03
C -4.266 0.572 5.504 -0.03
C -0.406 -1.141 7.355 -0.28
H -2.823 4.480 5.764 0.07
H -1.013 -0.520 6.703 0.09
H -2.937 5.804 4.605 0.08
H -3.877 -0.027 6.318 0.09
H -2.447 -3.554 3.973 0.10
H -4.405 5.104 5.302 0.08
H -2.574 -2.933 1.429 0.10
H -0.245 1.138 -0.315 0.09
H -5.574 2.667 2.555 0.12
H -5.787 -3.302 4.139 0.08
H -1.438 3.173 4.031 0.12
H -0.287 -1.713 9.444 0.07
H -1.340 -0.164 -0.808 0.08
H 0.622 -0.788 7.266 0.12
H -1.973 1.469 -0.518 0.07
H -1.033 -2.908 0.567 0.09
H -1.089 1.243 3.121 0.11
H -6.606 0.493 3.076 0.11
H -2.875 2.159 5.829 0.11
H 0.280 -0.252 2.378 0.13
H -0.814 -0.052 9.169 0.08
H -5.565 -1.643 5.974 0.10
H -0.737 -3.897 4.219 0.12
H 0.015 -3.218 7.354 0.11
H -1.929 -1.391 8.863 0.07
H -1.607 4.489 2.867 0.13
H -1.224 -3.950 1.967 0.09
H -6.973 -1.252 4.995 0.11
H 0.088 -1.062 0.832 0.12
H -4.324 -2.329 3.918 0.05
H -5.756 -2.003 2.936 0.07
H -4.043 4.317 2.958 0.14
H -2.487 -0.090 1.354 0.15
```

Computed properties:
Spin multiplicity ... 1
Molecular weight ... 411.6 g/mol
E_LUMO ... 0.015 hartree
SMILES ... CCNS(=O)(=O)CC(=O)N(C)C[C@H](C)NC(=O)C[C@H](C)c1ccc(CC)cc1
HOMO ... -8.552 eV

=====

2.
This record from the OMol25 dataset describes C17H11Br4Cl2CrN4O4S as an isolated structure. The level of theory is ωB97M-V with the def2-TZVPD basis set.

```
44
Properties=species:S:1:pos:R:3:mulliken_spin:R:1
Br -0.376 -3.916 1.344 0.00
Br -1.428 -4.701 4.437 0.00
Br -1.351 -2.348 6.796 0.00
Br -0.226 0.707 5.988 0.00
Cr 0.923 0.935 1.165 3.96
Cl 6.267 -0.379 1.325 0.00
Cl 3.327 -0.378 1.371 0.03
S 1.583 0.904 -2.254 0.01
O 0.599 0.815 3.092 -0.04
O 0.525 -1.043 1.221 0.03
O 1.693 1.968 -3.212 0.00
O 2.738 0.132 -1.895 0.00
N -0.687 2.989 -1.667 -0.01
N 0.971 1.429 -0.853 -0.02
N -0.142 2.634 0.628 -0.01
N -2.776 -2.804 -3.770 0.00
C 0.030 2.390 -0.705 0.00
C -1.742 -1.925 -3.428 0.00
C -0.365 -2.645 2.750 -0.01
C -0.595 0.173 -3.735 0.00
C 0.108 -1.382 2.418 0.02
C -1.584 3.867 -1.248 0.02
C 4.780 0.535 0.986 0.00
C 0.246 -1.448 -2.153 -0.01
C 0.141 -0.375 3.438 -0.03
C -0.804 -2.954 4.052 0.00
C -1.631 -0.687 -4.059 0.00
C -0.773 -1.981 5.031 0.00
C -0.794 -2.297 -2.475 0.00
C -1.065 3.493 1.009 0.04
C -1.832 4.177 0.081 -0.01
C -0.300 -0.692 4.711 0.00
C 0.346 -0.212 -2.789 0.00
H 4.750 0.758 -0.074 0.00
H -2.164 4.357 -2.028 0.00
H -0.511 1.147 -4.200 0.00
H -2.583 4.892 0.378 0.00
H -3.011 -3.473 -3.054 0.00
H -1.183 3.627 2.078 0.00
H 0.956 -1.721 -1.381 0.00
H -0.885 -3.249 -1.965 0.00
H 4.790 1.433 1.589 0.00
H -2.366 -0.395 -4.801 0.00
H -3.597 -2.359 -4.145 0.00
```

Computed properties:
Spin multiplicity ... 5
Molecular weight ... 809.9 g/mol
Net charge ... -1
E_LUMO (alpha / beta) ... 0.090 / 0.087 hartree
HOMO (alpha / beta) ... -4.346 / -4.593 eV

=====

3.
This record from the OMol25 dataset describes a 4-piece molecular cluster, C17H24F9N2O11S2 overall. The level of theory is ωB97M-V with the def2-TZVPD basis set.

```
65
Properties=species:S:1:pos:R:3:lowdin_charge:R:1
S 0.824 0.810 0.997 0.70
S 3.199 2.479 1.069 0.71
F -1.657 -2.908 0.973 0.12
F -1.532 9.501 -1.070 0.13
F -1.509 10.843 0.647 0.13
F 2.052 -3.141 -3.984 0.13
F 0.210 10.757 -0.691 0.14
F 1.939 -1.693 -5.609 0.15
F 0.640 -1.484 -3.870 0.10
F -3.125 -4.399 1.589 0.14
F -3.613 -2.279 1.705 0.14
O -1.285 -4.242 3.587 0.01
O -0.020 8.888 1.999 0.14
O -2.212 -2.215 4.134 0.16
O 1.348 0.100 2.269 -0.45
O 4.287 3.067 0.088 -0.40
O 4.048 1.491 2.169 -0.25
O -0.309 1.797 1.479 -0.44
O 0.385 7.881 -0.023 0.01
O -0.407 -4.171 -4.526 0.01
O -0.279 -3.122 -6.563 0.14
O 2.631 3.675 1.870 -0.39
N 2.042 1.645 0.062 -0.33
N 3.424 2.632 4.658 0.11
C 3.757 2.005 3.548 -0.18
C 0.108 -3.251 -5.404 -0.32
C -0.884 -6.162 -5.831 -0.07
C -0.659 -4.296 4.877 -0.21
C 1.786 -2.312 -0.993 -0.12
C -2.609 -3.178 1.912 -0.46
C 0.023 5.808 1.188 -0.05
C -1.459 -5.007 -5.031 -0.21
C -0.042 -0.548 -0.027 -0.37
C 0.807 -1.005 -1.352 -0.24
C -1.641 -4.787 5.926 -0.07
C -2.047 -3.129 3.331 -0.32
C 1.042 6.800 0.655 -0.20
C -1.624 -0.139 -0.373 -0.11
C -0.733 9.987 -0.076 -0.47
C 1.178 -2.399 -4.725 -0.45
C -0.109 8.883 0.774 -0.33
H -2.000 -5.396 -4.163 0.13
H 1.055 -3.250 -0.927 0.08
H 2.265 -2.126 0.082 0.09
H -0.635 5.464 0.383 0.09
H -2.222 -0.409 0.625 0.08
H -0.154 -6.718 -5.234 0.08
H 2.586 -2.453 -1.836 0.06
H -1.146 -4.906 6.893 0.08
H -0.128 -1.512 0.671 0.11
H 0.173 -5.002 4.797 0.13
H -0.231 -3.324 5.146 0.13
H 0.077 -1.321 -2.227 0.09
H 1.526 -0.189 -1.786 0.11
H 0.521 4.943 1.634 0.06
H -1.947 -0.842 -1.282 0.09
H -2.473 -4.086 6.046 0.08
H -2.075 -5.746 5.627 0.08
H 1.683 6.305 -0.081 0.13
H 1.695 7.175 1.451 0.13
H -1.719 1.009 -0.634 0.09
H -1.677 -6.844 -6.149 0.08
H -0.359 -5.803 -6.721 0.08
H -2.174 -4.422 -5.621 0.13
H -0.617 6.269 1.946 0.08
```

Computed properties:
Spin multiplicity ... 1
Molecular weight ... 667.5 g/mol
Net charge ... -1
E_LUMO ... 0.068 hartree
HOMO ... -6.291 eV

=====

Computed F_max, in the same sequence as the records: 0.2, 0.8, 12.3 eV Å⁻¹.